1.
Entry from the Open Molecules 2025 dataset: the molecule C7H13N3O4 (ωB97M-V/def2-TZVPD).

```
27
Properties=species:S:1:pos:R:3:forces:R:3
C -2.56476 -0.17344 0.75472 1.53 -1.26 -0.06
C -1.69280 -1.19782 -0.21211 1.49 1.10 -2.32
C -3.49743 0.55422 -0.13441 -0.71 -0.26 0.73
C 0.75960 -0.96704 -0.51792 1.13 -1.21 -3.79
C 1.92336 -1.02620 0.41161 2.60 0.21 -1.31
C 0.95240 0.35248 -1.37609 -0.56 -0.27 1.24
C 1.14109 1.49610 -0.41214 2.49 -1.81 4.26
H -1.49819 1.59249 0.73654 0.37 0.10 -1.13
H -1.94779 1.37878 2.13355 -1.16 -0.16 1.83
H -3.05840 -0.92118 1.45382 0.43 1.55 -0.28
H -4.09591 1.15829 0.49903 -0.75 0.81 0.75
H -2.97669 1.28768 -0.76894 -0.34 -0.98 -0.60
H -4.17460 -0.21992 -0.44868 -0.30 0.19 -1.69
H -0.20519 -0.57638 0.97486 -0.75 1.50 3.14
H 0.78526 -1.77246 -1.28717 0.58 0.29 0.51
H 1.85132 0.12833 -1.92291 0.25 0.40 -0.49
H 0.10774 0.58278 -2.02009 -0.05 -0.41 -0.21
H 0.25647 2.91063 -1.60946 0.03 -0.63 0.42
H 0.88615 3.51072 -0.10456 -1.26 -2.79 -1.26
H 3.40297 -0.00392 -0.27780 0.55 1.38 0.50
N -1.63552 0.83832 1.37761 0.26 -1.82 -0.77
N -0.38384 -1.11236 0.20447 -2.58 -0.98 -0.15
N 0.49378 2.62634 -0.65575 0.78 4.74 0.62
O -1.96825 -1.73341 -1.32375 -0.21 1.56 3.56
O 1.97000 -1.15347 1.57479 -0.80 -0.89 1.26
O 1.77571 1.31593 0.71326 -2.10 1.36 -4.54
O 3.12468 -0.89801 -0.32986 -0.91 -1.73 -0.19
```
Forces are in eV/Å.

Summary:
Multiplicity: 1
SMILES: C[C@H](N)C(=O)N[C@@H](CC(N)=O)C(=O)O
Energy above the lowest of the compared OMol25 structures with the same formula, charge and spin in kJ/mol: 318.90
HOMO in eV: -9.466



2.
Entry from the Open Molecules 2025 dataset: the molecule C7H13NO (ωB97M-V/def2-TZVPD).

```
22
Properties=species:S:1:pos:R:3:forces:R:3
C 0.88562 0.10178 0.16659 -0.66 -1.51 -0.45
C -0.70925 -0.31122 -0.18923 2.91 0.96 0.52
C -1.46217 0.91761 0.23427 -3.52 -0.60 -0.69
C 1.14881 0.13702 1.67827 -0.30 0.17 -0.03
C 1.83090 -0.91489 -0.47338 0.20 -0.14 -0.08
C -0.96802 -0.68689 -1.64525 -0.21 -0.08 0.06
O 1.17363 1.35789 -0.41229 -0.25 0.78 -0.06
C -3.05843 0.57061 0.29736 2.10 1.48 1.82
N -4.04561 0.60709 0.90501 0.35 -0.47 -1.14
H 1.94941 1.76144 0.01183 -0.38 -0.35 -0.13
H -0.95285 -1.17018 0.44571 0.15 0.23 0.08
H -1.38224 1.73515 -0.48841 0.19 -0.24 0.13
H -1.22019 1.29544 1.22810 -0.19 -0.21 -0.13
H 0.64035 0.97253 2.16713 -0.17 -0.16 -0.06
H 2.21369 0.30207 1.87877 -0.04 -0.18 -0.18
H 0.84813 -0.79915 2.15783 0.06 0.13 -0.04
H 1.83976 -0.82557 -1.56359 -0.23 -0.05 0.17
H 1.58079 -1.94007 -0.18918 0.00 0.01 -0.05
H 2.86498 -0.72190 -0.16363 -0.15 0.00 0.13
H -0.20687 -1.34782 -2.06361 -0.03 0.10 0.13
H -1.05553 0.19702 -2.28259 0.11 -0.07 0.05
H -1.91488 -1.23796 -1.69970 0.07 0.19 -0.05
```
Forces are in eV/Å.

Summary:
Multiplicity: 1
SMILES: C[C@H](CC#N)C(C)(C)O
Energy above the lowest of the compared OMol25 structures with the same formula, charge and spin in kJ/mol: 124.41
HOMO in eV: -10.462



3.
Entry from the Open Molecules 2025 dataset: the molecule C7H13NO (ωB97M-V/def2-TZVPD).

```
22
Properties=species:S:1:pos:R:3:forces:R:3
C 0.51182 0.97850 1.06027 -1.51 -0.53 -1.41
C -0.99487 0.95248 -1.13533 0.11 -0.31 -0.04
C 0.22800 0.52803 2.48111 -0.17 -0.33 0.15
C 1.98665 0.97558 0.70855 0.14 -0.25 -0.36
N -0.43708 0.12323 -0.08106 3.26 2.62 3.85
C -0.10739 -1.15985 -0.08213 -3.82 -2.85 -3.48
C -1.11044 -1.98709 -1.23168 2.11 0.89 1.29
C -1.09544 -1.85837 -2.55550 -0.05 -0.10 0.37
O 0.53678 -1.87311 0.64974 0.42 0.93 0.19
H 0.11754 1.99047 0.93311 -0.03 -0.14 -0.08
H -1.63773 -2.79447 -0.73310 -0.05 0.04 -0.08
H -1.20594 1.94754 -0.73533 0.10 -0.22 0.05
H -0.27688 1.04716 -1.95299 -0.19 0.14 -0.13
H -1.93321 0.53787 -1.50246 0.15 -0.05 -0.04
H 0.66244 -0.45160 2.69810 -0.12 0.13 -0.16
H -0.84718 0.48717 2.67854 0.12 -0.04 -0.07
H 0.65762 1.23661 3.20182 -0.01 0.03 -0.30
H 2.43167 -0.01771 0.81731 -0.17 0.09 -0.01
H 2.54350 1.65751 1.36505 -0.28 -0.08 -0.05
H 2.14782 1.31270 -0.31992 -0.01 -0.03 0.09
H -0.52016 -1.09418 -3.07025 -0.02 -0.06 0.11
H -1.65753 -2.53848 -3.19387 0.03 0.12 0.13
```
Forces are in eV/Å.

Summary:
Multiplicity: 1
SMILES: C=CC(=O)N(C)C(C)C
Energy above the lowest of the compared OMol25 structures with the same formula, charge and spin in kJ/mol: 196.38
HOMO in eV: -9.131



4.
Entry from the Open Molecules 2025 dataset: the molecule C7H13NO (ωB97M-V/def2-TZVPD).

```
22
Properties=species:S:1:pos:R:3:forces:R:3
C 1.18192 -0.21442 0.63518 0.50 -0.06 0.44
C 0.31693 -1.45528 0.53999 -1.07 2.14 -0.76
C 0.31398 0.88844 0.02391 2.27 3.21 -0.20
C -0.54456 -1.17723 -0.70436 1.10 -0.02 1.90
C 1.16921 1.94801 -0.86729 -1.81 -2.89 0.11
C -0.43711 1.71213 1.17159 3.22 -2.34 -2.08
C -1.73752 -2.05067 -0.65102 -1.72 -0.65 -2.36
N -0.65187 0.26525 -0.84406 -1.36 -0.20 0.06
O 0.06436 -0.57051 -1.78378 0.49 -0.86 -0.98
H 1.37054 0.03609 1.67441 0.30 0.00 0.16
H 2.17196 -0.36367 0.15140 -0.76 0.16 0.07
H 0.84826 -2.33451 0.58473 1.29 -2.17 -0.48
H -0.44979 -1.58456 1.30755 0.26 0.56 0.45
H 2.09012 2.21090 -0.44011 1.15 0.44 0.91
H 0.59863 2.80275 -1.16024 -0.46 0.57 0.05
H 1.37126 1.36359 -1.75489 0.34 0.14 -0.45
H -0.82792 2.53234 0.64079 -0.94 1.13 0.27
H 0.39072 1.85471 1.88145 -0.86 0.64 0.02
H -1.04902 0.90842 1.42833 -2.00 -0.40 1.51
H -2.50698 -1.31589 -0.39741 -0.57 -0.64 -0.16
H -1.65037 -2.77574 0.13457 0.09 -0.22 0.45
H -2.03274 -2.68014 -1.57073 0.54 1.46 1.08
```
Forces are in eV/Å.

Summary:
Multiplicity: 1
SMILES: CC1(C)CC[C@]2(C)ON12
Energy above the lowest of the compared OMol25 structures with the same formula, charge and spin in kJ/mol: 336.61
HOMO in eV: -9.529